Record 1
{
  "formula": "C24H26Br2NO2Ti",
  "method": "the ωB97M-V functional and the def2-TZVPD basis",
  "symbols": ["Ti", "Br", "C", "C", "C", "Br", "C", "C", "C", "C", "N", "C", "C", "O", "H", "H", "H", "H", "C", "C", "C", "C", "C", "C", "C", "O", "C", "C", "C", "H", "H", "H", "H", "H", "H", "H", "H", "H", "H", "H", "H", "C", "C", "C", "C", "C", "H", "H", "H", "H", "H", "H", "H", "H", "H", "H"],
  "xyz": [[-0.138, -0.728, -0.814], [-0.089, 3.928, -2.591], [1.310, 2.871, -1.940], [2.580, 3.479, -1.757], [3.651, 2.766, -1.326], [5.326, 3.609, -1.132], [3.501, 1.388, -1.019], [4.534, 0.523, -0.581], [4.280, -0.786, -0.324], [2.954, -1.261, -0.465], [1.974, -0.482, -0.837], [2.231, 0.821, -1.166], [1.106, 1.541, -1.696], [-0.019, 0.876, -1.896], [2.688, 4.530, -1.984], [5.534, 0.922, -0.467], [5.060, -1.465, -0.009], [2.692, -2.291, -0.257], [-1.243, 2.185, 5.885], [-1.562, 1.730, 4.487], [-0.819, 0.748, 3.849], [-1.097, 0.317, 2.559], [-0.236, -0.779, 2.002], [-2.176, 0.894, 1.826], [-2.523, 0.541, 0.513], [-1.853, -0.359, -0.216], [-2.947, 1.906, 2.490], [-4.104, 2.562, 1.787], [-2.630, 2.287, 3.771], [-0.424, 1.605, 6.310], [-2.105, 2.081, 6.548], [-0.947, 3.237, 5.910], [0.012, 0.290, 4.380], [0.540, -1.078, 2.704], [0.347, -0.409, 1.140], [-0.802, -1.660, 1.701], [-3.375, 0.982, 0.018], [-3.789, 3.058, 0.864], [-4.565, 3.310, 2.430], [-4.875, 1.838, 1.510], [-3.234, 3.059, 4.243], [-1.411, -4.116, -2.922], [-0.294, -3.069, -2.874], [-0.620, -1.959, -3.871], [1.029, -3.732, -3.276], [-0.168, -2.513, -1.458], [-1.550, -4.490, -3.942], [-2.359, -3.696, -2.582], [-1.172, -4.968, -2.280], [-0.722, -2.373, -4.879], [0.159, -1.195, -3.915], [-1.558, -1.458, -3.621], [1.848, -3.008, -3.272], [0.969, -4.165, -4.280], [1.284, -4.537, -2.581], [-0.199, -3.307, -0.698]],
  "lowdin_charge": [0.991, 0.818, -0.611, -0.157, -0.634, 0.792, -0.179, -0.015, -0.024, -0.087, 0.003, -0.131, -0.379, -0.173, 0.098, 0.086, 0.112, 0.122, -0.059, -0.271, -0.023, -0.188, -0.042, -0.136, -0.130, -0.248, -0.213, -0.060, -0.018, 0.070, 0.078, 0.079, 0.112, 0.094, 0.039, 0.098, 0.108, 0.085, 0.073, 0.085, 0.118, -0.074, -0.697, -0.073, -0.073, -0.151, 0.082, 0.085, 0.080, 0.085, 0.077, 0.088, 0.075, 0.083, 0.080, 0.051],
  "orbital_gap_ev": [5.108, 6.471],
  "e_tot_ha": -7132.855172,
  "homo_ev": [-5.9, -7.3],
  "spin_multiplicity": 2
}

Record 2
{
  "formula": "C24H26Cl25N4OPS",
  "method": "the ωB97M-V functional and the def2-TZVPD basis",
  "symbols": ["H", "N", "C", "C", "C", "C", "S", "C", "P", "C", "O", "C", "N", "C", "C", "C", "N", "C", "C", "C", "N", "C", "C", "C", "C", "C", "Cl", "H", "H", "H", "H", "H", "H", "H", "H", "H", "H", "H", "H", "H", "H", "H", "H", "H", "H", "H", "H", "H", "H", "H", "H", "H", "Cl", "C", "Cl", "Cl", "Cl", "Cl", "C", "Cl", "Cl", "Cl", "Cl", "C", "Cl", "Cl", "Cl", "Cl", "C", "Cl", "Cl", "Cl", "Cl", "C", "Cl", "Cl", "Cl", "Cl", "C", "Cl", "Cl", "Cl"],
  "xyz": [[-2.053, 1.164, 1.020], [-1.749, 0.873, 1.955], [-1.584, -0.380, 1.983], [-1.819, -1.351, 0.844], [-1.544, -0.804, -0.535], [-2.555, -0.840, -1.556], [-4.178, -1.490, -1.225], [-2.338, -0.358, -2.823], [-3.537, -0.396, -4.244], [-4.706, 0.916, -3.700], [-4.362, -1.825, -4.153], [-1.085, 0.245, -3.115], [-0.884, 0.776, -4.355], [0.272, 1.337, -4.576], [0.489, 1.923, -5.947], [1.080, 0.913, -6.962], [2.047, -0.059, -6.478], [1.305, 1.378, -3.579], [2.629, 2.056, -3.821], [2.558, 3.501, -3.296], [1.126, 0.851, -2.399], [-0.086, 0.278, -2.132], [-0.316, -0.268, -0.843], [0.821, -0.213, 0.154], [1.326, -1.588, 0.625], [1.397, -2.605, -0.508], [3.014, -1.316, 1.244], [-1.255, -0.817, 2.930], [-1.158, -2.209, 1.004], [-2.828, -1.732, 0.961], [-3.907, -2.517, -0.419], [-5.634, 0.800, -4.259], [-4.235, 1.845, -4.029], [-4.872, 0.969, -2.624], [-5.300, -1.710, -3.969], [-0.509, 2.178, -6.308], [1.042, 2.860, -5.892], [0.285, 0.371, -7.470], [1.589, 1.494, -7.735], [2.937, 0.342, -6.229], [1.689, -0.649, -5.742], [2.865, 2.096, -4.881], [3.400, 1.504, -3.286], [2.058, 3.527, -2.330], [3.550, 3.942, -3.224], [1.956, 4.119, -3.967], [1.676, 0.284, -0.285], [0.523, 0.394, 1.010], [0.789, -1.956, 1.493], [1.638, -2.106, -1.446], [0.456, -3.148, -0.597], [2.204, -3.309, -0.315], [-5.979, 2.936, -0.381], [-6.352, 1.683, 0.811], [-4.901, 1.305, 1.737], [-7.612, 2.265, 1.904], [-6.917, 0.234, -0.024], [-0.159, -2.313, 4.062], [0.975, -2.202, 5.426], [2.239, -1.055, 4.993], [0.116, -1.639, 6.857], [1.683, -3.787, 5.738], [5.271, -1.744, 4.255], [6.860, -2.425, 3.917], [7.994, -1.951, 5.184], [6.723, -4.192, 3.844], [7.449, -1.828, 2.362], [4.846, -4.718, 9.516], [6.417, -4.726, 8.706], [7.176, -6.308, 8.912], [6.200, -4.397, 6.987], [7.451, -3.480, 9.415], [3.734, 4.943, 0.796], [4.517, 3.366, 0.640], [3.454, 2.268, -0.236], [6.034, 3.550, -0.249], [4.852, 2.710, 2.245], [-7.721, 2.871, 6.477], [-9.258, 2.441, 5.724], [-10.520, 2.365, 6.957], [-9.686, 3.667, 4.523], [-9.109, 0.869, 4.936]],
  "lowdin_charge": [0.041, 0.096, -0.277, -0.139, -0.180, -0.484, 0.825, -0.316, 0.882, -0.277, -0.382, -0.213, 0.166, -0.217, -0.126, -0.256, 0.004, -0.220, -0.190, -0.104, 0.194, -0.137, -0.112, -0.189, -0.681, -0.103, 0.588, -0.003, 0.103, 0.071, -0.113, 0.039, 0.038, -0.005, 0.033, 0.113, 0.100, 0.108, 0.108, 0.057, 0.067, 0.088, 0.104, 0.043, 0.072, 0.071, 0.024, 0.110, 0.031, 0.085, 0.082, 0.064, 0.529, -2.044, 0.550, 0.505, 0.505, 0.598, -2.019, 0.511, 0.548, 0.540, 0.481, -2.048, 0.520, 0.501, 0.530, 0.520, -2.054, 0.525, 0.486, 0.522, 0.526, -2.045, 0.576, 0.521, 0.527, 0.526, -2.064, 0.524, 0.508, 0.511],
  "smiles": "[H]/N=C\\Cc1c(S)c(P(C)O)c2nc(CCN)c(CC)nc2c1C[C@@H](C)Cl.ClC(Cl)(Cl)Cl.ClC(Cl)(Cl)Cl.ClC(Cl)(Cl)Cl.ClC(Cl)(Cl)Cl.ClC(Cl)(Cl)Cl.ClC(Cl)(Cl)Cl",
  "orbital_gap_ev": 7.633,
  "e_tot_ha": -13468.658034,
  "homo_ev": -8.0,
  "spin_multiplicity": 1
}

Record 3
{
  "formula": "C24H26Cl2N7O6PbSe2Te2",
  "method": "the ωB97M-V functional and the def2-TZVPD basis",
  "symbols": ["Pb", "Se", "Te", "Te", "Se", "Cl", "C", "Cl", "H", "H", "C", "C", "C", "C", "N", "N", "H", "H", "H", "H", "H", "H", "H", "H", "H", "H", "H", "H", "O", "C", "O", "C", "C", "C", "C", "C", "C", "N", "O", "O", "N", "O", "O", "H", "H", "H", "N", "C", "C", "C", "C", "C", "C", "N", "C", "C", "C", "C", "N", "C", "C", "H", "H", "H", "H", "H", "H", "H", "H", "H"],
  "xyz": [[0.641, -3.309, 0.565], [4.099, -4.061, -0.551], [3.519, -4.523, -2.917], [1.157, -3.218, -3.069], [-0.292, -4.653, -1.601], [1.148, -3.832, 4.220], [2.917, -3.851, 4.364], [3.685, -2.897, 3.087], [3.253, -4.877, 4.279], [3.179, -3.419, 5.321], [-4.088, -1.324, 2.684], [-3.676, -2.773, 2.449], [-4.587, -3.414, 1.408], [-3.723, -3.553, 3.764], [-2.305, -2.687, 1.888], [-1.653, -3.938, 1.651], [-5.103, -1.277, 3.080], [-4.051, -0.760, 1.751], [-3.427, -0.841, 3.409], [-5.625, -3.361, 1.738], [-4.358, -4.471, 1.256], [-4.504, -2.893, 0.454], [-4.729, -3.529, 4.180], [-3.047, -3.116, 4.503], [-3.466, -4.607, 3.631], [-1.722, -2.178, 2.547], [-2.144, -4.399, 0.891], [-1.702, -4.555, 2.462], [4.724, -2.302, -0.693], [3.870, -1.321, -0.434], [2.734, -1.470, -0.034], [4.439, 0.029, -0.718], [3.557, 1.098, -0.731], [4.042, 2.356, -1.012], [5.377, 2.602, -1.268], [6.224, 1.513, -1.243], [5.788, 0.227, -0.983], [7.665, 1.734, -1.512], [8.379, 0.755, -1.509], [8.002, 2.860, -1.803], [3.087, 3.477, -1.051], [3.507, 4.571, -1.334], [1.914, 3.198, -0.864], [2.503, 0.944, -0.549], [5.745, 3.594, -1.485], [6.494, -0.590, -0.985], [-1.298, 3.702, -1.270], [-2.049, 4.649, -1.930], [-1.886, 6.022, -2.106], [-2.856, 6.663, -2.845], [-3.951, 5.970, -3.395], [-4.104, 4.613, -3.221], [-3.129, 3.942, -2.477], [-3.023, 2.603, -2.167], [-1.932, 2.502, -1.457], [-1.433, 1.226, -0.944], [-0.456, 1.131, 0.047], [0.016, -0.119, 0.404], [-0.429, -1.245, -0.162], [-1.412, -1.160, -1.065], [-1.938, 0.042, -1.478], [-0.399, 3.853, -0.843], [-1.047, 6.559, -1.685], [-2.775, 7.730, -3.009], [-4.685, 6.522, -3.967], [-4.941, 4.074, -3.643], [-0.048, 2.004, 0.538], [0.797, -0.226, 1.148], [-1.756, -2.099, -1.483], [-2.715, 0.084, -2.228]],
  "lowdin_charge": [0.918, 0.460, 0.377, 0.210, -0.190, 0.478, -0.976, 0.520, 0.034, 0.033, -0.039, -0.637, -0.039, -0.043, -0.076, -0.092, 0.093, 0.085, 0.086, 0.094, 0.078, 0.088, 0.093, 0.088, 0.074, 0.104, 0.057, 0.082, -0.433, -0.564, -0.112, -0.076, 0.092, -0.094, 0.109, -0.089, 0.100, -0.345, 0.105, 0.109, -0.331, 0.131, 0.056, 0.119, 0.142, 0.139, 0.180, -0.184, -0.015, -0.081, -0.083, -0.010, -0.221, 0.185, -0.284, -0.103, 0.009, -0.149, -0.115, -0.155, 0.025, 0.130, 0.112, 0.105, 0.104, 0.114, 0.114, 0.109, 0.068, 0.123],
  "orbital_gap_ev": 7.009,
  "e_tot_ha": -8216.747655,
  "homo_ev": -10.5,
  "spin_multiplicity": 1,
  "total_charge": 1,
  "relative_energy_kcal_mol": 0.0
}